Record 1
Formula: C32H58Cl8N6
Source: OMol25
Level of theory: ωB97M-V with the def2-TZVPD basis set

As for the frontier orbital gap: 10.75 eV. For the energy above the lowest of the compared OMol25 structures with the same formula, charge and spin, the calculation gives 236.2 kJ/mol. The calculated total energy comes out at -143242.3124 eV. The value obtained for the LUMO energy is 0.245 eV. As for the spin multiplicity: 1.

The geometry in XYZ format:
```
104
Properties=species:S:1:pos:R:3:forces:R:3
C -0.3053 -5.9836 -0.8050 0.89 0.29 -0.03
C -0.5071 -6.6412 -2.1305 -1.29 -0.14 -1.13
C -1.9939 -6.9078 -2.4900 -0.16 -0.20 0.12
C -2.8513 -5.7135 -2.6024 1.32 -0.63 -0.21
N -3.4597 -4.7498 -2.6580 -0.60 0.74 -0.02
H -0.9984 -5.1577 -0.6444 -0.03 -0.07 0.07
H 0.6980 -5.5705 -0.9084 0.09 0.22 0.73
H -0.3207 -6.6819 0.0317 -0.14 0.09 -0.01
H 0.0579 -7.5654 -2.2514 -0.17 -0.18 0.32
H -0.1268 -6.0203 -2.9416 0.05 0.28 0.06
H -2.5311 -7.4843 -1.7369 0.37 -0.46 0.14
H -2.0128 -7.4736 -3.4215 -0.30 0.08 -0.05
C -9.6573 3.6053 -1.4567 0.39 -0.84 0.22
C -9.7584 2.1655 -0.8451 1.18 1.36 0.23
C -8.3747 1.4398 -0.8867 -0.37 -0.20 0.02
C -7.2774 1.9702 -0.0653 -0.01 1.12 0.94
N -6.4812 2.4845 0.6003 -0.65 -0.71 -0.75
H -9.3789 3.5159 -2.5068 -0.40 0.16 -0.17
H -8.8324 4.1640 -1.0147 0.14 -0.20 0.31
H -10.5251 4.2463 -1.3013 -0.22 -0.39 -0.26
H -10.4762 1.5122 -1.3412 0.02 0.22 -0.15
H -10.0514 2.2482 0.2015 -0.11 -0.09 0.03
H -7.9594 1.4195 -1.8943 -0.30 -0.24 -0.21
H -8.5825 0.4259 -0.5449 0.35 -0.19 -0.20
C -5.3392 1.8099 7.8810 -0.25 -0.62 0.13
C -4.9536 1.2857 6.4967 1.07 -0.17 0.82
C -3.5983 0.5197 6.4808 -0.99 -0.74 -0.50
C -3.5003 -0.5778 7.4796 0.29 1.23 -0.12
N -3.4393 -1.4283 8.2469 -0.06 -0.12 0.04
H -5.7624 0.9758 8.4407 -0.28 0.06 0.09
H -6.0789 2.6078 7.8155 0.04 -0.04 0.08
H -4.5073 2.1229 8.5119 0.23 0.33 -0.37
H -4.8042 2.1177 5.8086 -0.38 -0.19 -0.24
H -5.6804 0.5521 6.1478 -0.32 0.51 -0.19
H -2.7677 1.2219 6.4087 0.21 -0.41 0.59
H -3.6404 -0.0434 5.5485 0.44 0.15 -0.32
C 2.7350 -3.3763 11.2053 -0.89 1.03 -0.68
C 1.9481 -2.8108 9.9729 0.14 -0.02 0.94
C 2.8359 -2.3337 8.8342 -0.37 -0.12 -1.57
C 2.0269 -2.0845 7.5781 -0.26 -0.10 -2.11
N 1.5040 -1.9302 6.5364 1.24 -0.32 2.96
H 2.0014 -3.7987 11.8920 0.17 -0.07 0.08
H 3.2408 -2.5568 11.7158 0.21 -0.15 0.07
H 3.4503 -4.1469 10.9180 -0.05 0.06 -0.06
H 1.3078 -1.9567 10.1930 0.11 0.08 0.71
H 1.2023 -3.5604 9.7083 0.39 -0.19 -0.71
H 3.6479 -3.0262 8.6126 -0.29 -0.46 -0.32
H 3.4073 -1.4168 8.9783 -0.41 0.28 0.66
C -0.8311 -0.1083 0.0814 0.27 0.33 -0.74
C -1.5583 -0.1698 -1.2699 -0.77 -0.46 0.48
C -0.7748 -0.7731 -2.4483 0.25 0.45 -0.07
C 0.3334 0.0646 -2.9751 2.92 2.62 -1.06
N 1.2005 0.7690 -3.3862 -3.38 -2.77 1.55
H 0.1543 0.3269 -0.0852 0.06 0.25 0.29
H -0.6623 -1.0801 0.5453 -0.20 -0.12 -0.17
H -1.4094 0.5119 0.7662 0.18 -0.02 0.06
H -2.0511 0.7723 -1.5102 0.66 0.38 -0.23
H -2.4502 -0.7780 -1.1193 0.06 -0.51 -0.16
H -1.4357 -0.9475 -3.2974 -0.09 -0.12 0.05
H -0.3532 -1.7337 -2.1520 0.02 -0.06 -0.04
C 5.6952 6.1486 -1.6566 -0.12 -0.41 -1.18
C 5.7138 5.5222 -3.0921 -0.66 -0.34 0.87
C 7.0503 5.4581 -3.7980 1.32 0.52 0.09
C 8.0997 4.8001 -3.0010 2.67 -2.23 2.72
N 8.9233 4.3136 -2.2963 -3.04 1.80 -2.70
H 5.9204 7.2144 -1.6955 0.27 -0.06 0.10
H 6.3802 5.6031 -1.0076 0.10 0.24 0.02
H 4.6931 6.0572 -1.2377 0.00 -0.08 -0.04
H 4.9572 5.9740 -3.7337 0.21 0.35 -0.05
H 5.3831 4.4859 -3.0229 -0.11 -0.13 0.24
H 7.5367 6.4202 -3.9587 -0.49 0.53 -0.16
H 7.0054 5.0052 -4.7884 -0.17 -0.21 0.11
Cl -1.2015 6.4976 -5.2705 0.03 -0.49 -0.03
C -1.8425 5.2409 -4.1383 -0.52 1.15 0.71
C -2.4633 6.0227 -2.9588 0.41 -0.33 -0.11
Cl -3.9508 6.8821 -3.4693 0.39 -0.01 0.18
H -0.9903 4.6689 -3.7714 -0.20 -0.19 -0.25
H -2.6051 4.6756 -4.6740 0.36 -0.16 0.08
H -1.6871 6.6983 -2.5993 -0.36 0.47 -0.18
H -2.7347 5.4425 -2.0770 -0.09 -0.48 -0.40
Cl 5.3664 -2.6032 -3.7981 -0.05 0.16 -0.39
C 6.5470 -1.5636 -4.7042 0.22 -1.04 0.89
C 7.5689 -1.0667 -3.6943 -0.02 0.15 0.86
Cl 8.3593 -2.4177 -2.8142 0.31 -0.45 -0.30
H 5.9147 -0.8430 -5.2230 0.58 0.23 0.12
H 7.0996 -2.2287 -5.3678 -0.42 0.10 -0.33
H 7.1369 -0.5723 -2.8242 -0.23 0.64 -0.65
H 8.4085 -0.5195 -4.1231 -0.41 0.22 -0.15
Cl 4.7340 0.1928 0.9237 0.08 0.25 -0.23
C 4.4914 -1.2138 1.9704 0.28 -0.18 0.77
C 5.6711 -2.1901 1.8239 -0.91 0.52 -0.99
Cl 5.2193 -3.7365 2.5398 0.09 -0.37 0.52
H 3.5198 -1.6505 1.7392 0.31 -0.19 -0.24
H 4.4222 -0.8426 2.9929 0.08 -0.03 -0.03
H 6.6013 -1.7966 2.2337 -0.20 -0.14 0.10
H 5.7873 -2.4026 0.7612 0.27 0.14 0.07
Cl -1.1603 -3.3222 -7.6132 0.13 0.47 -0.10
C -0.0670 -1.9864 -8.0855 0.27 0.38 -1.45
C -0.0255 -1.7575 -9.6346 -0.19 -0.08 1.26
Cl 0.7374 -3.0534 -10.5084 0.51 -1.08 -0.45
H 0.9196 -2.2274 -7.6897 -0.09 0.03 -0.14
H -0.3853 -1.0200 -7.6943 -0.30 -0.31 0.45
H 0.5928 -0.8908 -9.8684 -0.40 0.23 0.26
H -1.0340 -1.6867 -10.0419 0.09 0.36 0.20
```
Positions in Å, forces in eV/Å.

***

Record 2
Formula: C32H58F6O16S6
Source: OMol25
Level of theory: ωB97M-V with the def2-TZVPD basis set

As for the frontier orbital gap: 10.14 eV. The calculated total energy comes out at -148197.4836 eV. The value obtained for the LUMO energy is 0.149 eV. As for the spin multiplicity: 1.

The geometry in XYZ format:
```
118
Properties=species:S:1:pos:R:3:forces:R:3
C 12.6208 9.9006 14.8196 -0.13 -0.27 -0.44
C 11.4790 8.9094 14.5239 0.35 0.84 -0.23
O 10.1410 9.5658 14.8241 1.35 -1.09 -0.33
C 9.7960 9.4494 16.0977 -1.02 1.15 -1.95
O 10.4309 9.0095 16.9797 0.98 -0.89 1.64
C 8.3979 10.0587 16.3592 -0.96 2.11 -1.04
F 7.8434 9.4319 17.3620 -0.46 -0.26 0.31
F 8.5188 11.3959 16.6969 0.36 -1.19 0.01
F 7.5253 10.1009 15.2941 1.15 -0.76 1.01
H 13.6206 9.4544 14.5824 -0.93 0.42 -0.18
H 12.6370 10.0960 15.8720 0.00 0.17 0.73
H 12.4493 10.8719 14.3199 0.34 -0.72 -0.02
H 11.6026 8.0132 15.1511 -0.40 0.33 -0.36
H 11.4927 8.6599 13.4423 -0.56 0.11 0.80
C 12.5597 17.6165 12.5907 0.35 1.37 -0.77
C 12.4288 17.6992 14.1091 -1.50 0.14 -0.17
O 12.5334 16.3841 14.7448 1.77 0.32 0.75
C 11.6872 15.4351 14.5737 -0.50 -0.79 0.24
O 10.7139 15.4234 13.8699 0.01 -0.32 0.17
C 12.0824 14.1882 15.5087 1.48 -0.75 -1.56
F 11.4301 14.2059 16.6642 0.04 -0.35 -0.59
F 11.8773 13.0069 14.7999 -0.61 1.60 1.18
F 13.4313 14.1290 15.7730 -1.26 0.56 0.06
H 13.0534 16.7321 12.1865 -0.29 -0.36 0.38
H 13.2774 18.4188 12.2402 -1.01 -0.49 0.41
H 11.5699 17.7740 12.1028 0.86 -0.27 0.21
H 11.4094 18.0339 14.4361 1.04 0.08 -0.55
H 13.2008 18.3463 14.5637 -0.43 -0.78 -0.31
O 8.0723 14.2258 6.6082 -1.66 1.06 -0.29
S 9.2524 13.6551 7.1387 2.32 1.34 1.86
O 9.8182 12.5838 6.4158 0.78 -2.16 -0.46
C 10.5461 14.9088 7.3700 0.37 -0.75 -0.68
C 10.0450 15.7332 8.5026 -0.67 0.92 1.43
C 9.6940 14.7263 9.6318 0.20 -1.38 -1.02
C 8.9875 13.4818 8.9707 0.04 0.53 -0.54
H 10.7802 15.3325 6.3926 -0.45 0.45 0.12
H 11.4885 14.4184 7.6719 -0.51 -0.22 0.01
H 10.8015 16.4229 8.9036 -0.22 -0.07 -0.35
H 9.1146 16.2922 8.2721 0.63 -0.14 -0.18
H 9.0880 15.1108 10.4460 0.01 0.25 -0.05
H 10.6190 14.2944 10.0474 -0.15 0.58 -0.01
H 7.8906 13.5982 8.9198 0.41 -0.65 0.86
H 9.4534 12.5746 9.4119 -1.01 0.25 -0.65
O 17.4111 16.7202 14.2441 -0.06 -0.65 -0.01
S 17.7760 17.6153 13.1663 -2.01 -0.03 0.44
O 18.9052 18.4415 13.4091 2.22 0.25 -0.54
C 17.6333 16.8257 11.5612 1.24 -0.71 0.22
C 16.7868 17.7760 10.7187 -1.83 -0.45 -0.57
C 16.5376 19.1187 11.4319 1.75 -0.06 -0.07
C 16.4966 18.7835 12.8783 1.68 0.42 1.01
H 17.0984 15.8713 11.7084 0.43 0.41 0.05
H 18.6854 16.6102 11.2586 -0.84 0.25 -0.21
H 17.1769 17.9605 9.7316 0.31 -0.15 -0.33
H 15.7858 17.2536 10.5785 1.23 0.66 0.10
H 15.6169 19.5718 11.2168 -1.34 0.46 -0.89
H 17.3172 19.8524 11.1715 -0.10 -0.29 0.29
H 15.6004 18.2880 13.1140 -1.34 -0.22 0.68
H 16.8686 19.5295 13.6023 -1.16 0.11 -0.39
O 14.7903 19.4824 15.0991 0.29 -0.32 -0.27
S 14.9101 19.4606 16.5403 -1.04 -1.94 -0.79
O 15.0157 20.7487 17.1228 0.37 0.87 1.47
C 13.5369 18.4740 17.1745 -0.26 0.41 2.18
C 14.1028 17.7291 18.4374 -0.21 1.03 -1.39
C 15.3569 17.1706 17.8664 1.64 -1.89 0.00
C 16.1028 18.2051 17.0829 1.46 1.28 -0.61
H 13.1486 17.7899 16.4396 0.24 -0.17 -0.13
H 12.7583 19.1452 17.4820 -0.48 0.48 -0.20
H 14.3634 18.4640 19.2320 -0.49 -0.53 -0.35
H 13.5299 16.8746 18.7888 -0.57 0.57 0.15
H 15.1678 16.2943 17.1646 0.08 0.76 1.23
H 16.0054 16.9224 18.7372 -0.23 -0.67 -0.85
H 16.6211 17.8798 16.1706 -0.33 -0.22 0.21
H 16.8833 18.6261 17.7172 -0.16 0.56 -0.11
O 11.1603 17.0651 17.9460 1.03 -0.58 0.72
S 9.9532 17.4804 17.3182 -0.80 -0.76 -0.66
O 10.0913 18.3392 16.1598 -0.63 -0.36 0.27
C 8.8270 16.0705 17.0032 0.22 0.32 -0.69
C 7.4986 16.8490 16.8536 -0.15 -0.64 -1.19
C 7.4195 17.6983 18.0901 -0.36 0.75 1.22
C 8.8427 18.1496 18.4910 -1.05 1.59 -0.69
H 8.8297 15.3454 17.8699 0.14 0.98 -0.84
H 9.1635 15.5747 16.0811 -0.20 0.06 0.32
H 7.4398 17.4175 15.8912 0.37 -0.40 0.83
H 6.6721 16.1428 16.8418 -0.11 -0.04 -0.11
H 7.0624 17.0529 18.8834 0.00 -0.26 0.29
H 6.6853 18.5296 18.1284 0.58 -0.35 -0.63
H 9.1216 17.7375 19.4225 0.44 -0.20 1.07
H 8.9344 19.2411 18.4739 0.19 -0.23 0.19
O 13.3056 14.7926 9.3944 0.60 -0.61 1.22
S 14.1496 14.2460 10.4702 0.41 0.17 -2.15
O 15.0430 15.1511 11.1442 0.02 0.32 0.48
C 13.1872 13.2847 11.5589 -0.14 -0.20 -0.02
C 12.8801 12.0864 10.6613 -0.67 -0.33 0.51
C 14.0933 11.6478 9.7581 -0.33 1.01 0.86
C 15.0862 12.8406 9.7969 -0.87 -0.47 0.87
H 12.2787 13.8169 11.8226 -0.08 0.20 0.05
H 13.7756 13.0805 12.4461 0.20 -0.20 0.04
H 12.4429 11.3154 11.2867 0.40 -0.50 0.08
H 12.0119 12.4242 10.1018 0.17 -0.13 -0.76
H 13.7252 11.5647 8.7618 -0.26 -0.53 -0.73
H 14.5513 10.6992 10.1110 -0.25 0.78 -0.27
H 15.5762 13.1485 8.8954 -0.06 0.10 -0.67
H 15.8361 12.5811 10.5121 0.61 0.32 0.59
O 15.6457 11.7562 12.9972 0.21 -0.24 -0.16
S 16.8918 12.4677 13.2546 -1.87 -0.79 0.11
O 17.5932 12.9188 12.0742 0.45 0.20 0.88
C 16.4566 13.7168 14.4549 2.89 1.40 -0.93
C 17.7467 13.8442 15.2871 0.09 -1.44 0.12
C 18.0828 12.3631 15.6594 -0.34 0.39 0.55
C 17.8758 11.5104 14.4150 1.77 -1.32 -0.62
H 15.6825 13.3558 15.0499 -1.46 -0.77 0.77
H 16.1883 14.6124 13.9124 -0.15 0.29 -0.04
H 18.6012 14.2225 14.7464 -0.07 0.47 -0.49
H 17.6662 14.4079 16.1996 -0.35 0.46 0.17
H 17.2925 12.0332 16.4214 1.61 0.32 -0.62
H 19.1620 12.2768 15.9564 -1.29 -0.03 0.40
H 17.3748 10.5791 14.6890 -0.40 0.25 -0.46
H 18.8452 11.1516 13.9405 -1.11 0.85 0.34
```
Positions in Å, forces in eV/Å.